Arrangement A

{"formula": "C3H10N2S2", "method": "ωB97M-V/def2-TZVPD", "species": ["N", "C", "C", "N", "C", "S", "S", "H", "H", "H", "H", "H", "H", "H", "H", "H", "H"], "positions_angstrom": [[0.2990, -2.4952, -0.7188], [0.7658, -1.1231, -0.4364], [-0.3019, -0.0702, -0.5122], [-1.5442, -0.4208, 0.1187], [0.2809, 1.2870, -0.0042], [-0.9999, 2.4083, 0.6730], [0.1929, 3.5740, 1.9063], [1.1029, -3.1082, -0.7061], [-0.1443, -2.5877, -1.6242], [1.6229, -0.8785, -1.0792], [1.1678, -1.2329, 0.5725], [-0.5813, 0.1576, -1.5520], [-2.1261, -1.1161, -0.3021], [-1.9107, 0.1559, 0.8503], [0.6988, 1.8666, -0.7832], [0.9398, 0.9435, 0.7921], [0.5377, 2.6397, 2.8054]], "charge": 0, "homo_lumo_gap_ev": 9.29, "smiles": "NC[C@@H](N)CSS", "e_lumo_ev": 0.564}



Arrangement B

{"formula": "C3H10N2S2", "method": "ωB97M-V/def2-TZVPD", "species": ["N", "C", "C", "N", "C", "S", "S", "H", "H", "H", "H", "H", "H", "H", "H", "H", "H"], "positions_angstrom": [[-1.0111, -1.7316, -2.8925], [-1.5364, -1.1568, -1.6418], [-0.3760, -1.0180, -0.5220], [-0.2938, -2.2794, 0.1967], [-0.6298, 0.2567, 0.2230], [0.8183, 0.4778, 1.3652], [1.0285, 2.5418, 1.0342], [-0.7459, -1.0416, -3.5792], [-0.2056, -2.3056, -2.6759], [-1.7581, -0.1244, -1.8918], [-2.2659, -1.8261, -1.2063], [0.5630, -0.9367, -1.0577], [-1.1229, -2.8146, 0.4187], [0.5579, -2.7646, -0.0108], [-0.5747, 1.0752, -0.4965], [-1.5490, 0.3578, 0.7948], [2.0168, 2.8228, 1.8643]], "charge": 0, "homo_lumo_gap_ev": 8.62, "smiles": "NC[C@H](N)CSS", "e_lumo_ev": 0.588}



Arrangement C

{"formula": "C3H10N2S2", "method": "ωB97M-V/def2-TZVPD", "species": ["H", "N", "C", "N", "H", "H", "H", "C", "C", "S", "S", "H", "H", "H", "H", "H", "H"], "positions_angstrom": [[3.0963, 1.1744, 0.1945], [2.9605, 0.1794, 0.0580], [2.0401, -0.2045, 0.8465], [1.7288, -1.5475, 0.9646], [1.4578, 0.4420, 1.5033], [2.0093, -2.0713, 0.1413], [0.7948, -1.7211, 1.2702], [-1.2045, 1.8665, -0.1773], [-1.7224, 0.4495, -0.3782], [-0.7782, -0.4360, -1.6544], [-1.7587, -2.2621, -1.5842], [-1.1754, 2.4050, -1.1227], [-0.1976, 1.8277, 0.2357], [-1.8315, 2.4069, 0.5263], [-2.7555, 0.4238, -0.7263], [-1.7022, -0.1385, 0.5401], [-0.9618, -2.7944, -0.6373]], "charge": 0, "homo_lumo_gap_ev": 9.64, "smiles": "[H]/N=C/N.CCSS", "e_lumo_ev": 0.421}



How far above the most stable structure does each one sit? In hartree: arrangement A 0.0200; arrangement B 0.0303; arrangement C 0.0000.



Arrangement A

{"formula": "CH2OS2", "method": "ωB97M-V/def2-TZVPD", "species": ["C", "H", "H", "O", "S", "S"], "positions_angstrom": [[-0.2101, -0.2187, 0.3084], [1.2195, 0.6389, -1.5994], [0.5345, -2.0218, 1.2269], [-0.6242, -1.3337, 0.9302], [1.0802, -0.5849, -0.9631], [-0.7990, 1.4202, 0.4057]], "charge": 0, "homo_lumo_gap_ev": 7.51, "e_lumo_ev": -1.427}



Arrangement B

{"formula": "CH2OS2", "method": "ωB97M-V/def2-TZVPD", "species": ["C", "O", "S", "S", "H", "H"], "positions_angstrom": [[3.0905, -0.8186, -0.3697], [-1.7613, 0.8453, -0.5594], [4.0266, 0.1732, 0.3156], [-1.2166, -0.6217, -0.0639], [-1.6716, 1.3737, 0.2277], [-2.4675, -0.9520, 0.4496]], "charge": 0, "homo_lumo_gap_ev": 9.20, "e_lumo_ev": -0.073}



How far above the most stable structure does each one sit? In hartree: arrangement A 0.0000; arrangement B 0.0127.



Arrangement A

{"formula": "CH2OS2", "method": "ωB97M-V/def2-TZVPD", "species": ["C", "H", "H", "O", "S", "S"], "positions_angstrom": [[0.1409, 0.3370, -0.0301], [-0.9513, 1.9703, -0.0940], [-2.3276, 0.3221, 0.6272], [-0.0099, 1.6279, -0.0134], [-1.3215, -0.6273, -0.0392], [1.4785, -0.4563, 0.0239]], "charge": 0, "homo_lumo_gap_ev": 8.96, "e_lumo_ev": -0.020}



Arrangement B

{"formula": "CH2OS2", "method": "ωB97M-V/def2-TZVPD", "species": ["O", "C", "S", "S", "H", "H"], "positions_angstrom": [[0.6778, -2.1264, -0.4108], [0.1281, -1.0701, -0.2804], [0.0526, -0.2496, 1.2905], [-0.9075, 1.5700, 0.6261], [-0.0629, -0.2560, -1.0323], [0.1119, 2.1322, -0.1932]], "charge": 0, "homo_lumo_gap_ev": 9.69, "smiles": "O=CSS", "e_lumo_ev": -0.262}



How far above the most stable structure does each one sit? In hartree: arrangement A 0.0158; arrangement B 0.0000.



Arrangement A

{"formula": "C9H36O9", "method": "ωB97M-V/def2-TZVPD", "species": ["C", "C", "C", "O", "H", "H", "H", "H", "H", "H", "H", "H", "C", "O", "H", "H", "H", "H", "C", "O", "H", "H", "H", "H", "C", "O", "H", "H", "H", "H", "C", "O", "H", "H", "H", "H", "C", "O", "H", "H", "H", "H", "C", "O", "H", "H", "H", "H", "O", "H", "H", "O", "H", "H"], "positions_angstrom": [[2.0924, -0.5992, 3.4177], [1.5035, 0.5095, 4.2779], [1.5658, 1.8533, 3.5684], [0.1240, 0.2589, 4.5846], [3.1451, -0.4063, 3.2103], [1.5683, -0.6388, 2.4601], [1.9767, -1.5810, 3.8799], [2.0431, 0.5844, 5.2289], [2.6351, 2.0782, 3.5336], [1.0105, 2.6380, 4.0806], [1.1337, 1.8435, 2.5679], [0.0220, -0.6336, 4.9332], [-0.0064, -0.0023, 0.2065], [-0.2970, 0.6994, -1.0052], [-0.0965, 0.6034, 1.1088], [-0.7903, -0.7592, 0.3514], [0.9598, -0.5086, 0.1707], [-0.7805, 0.0867, -1.5836], [-4.0341, 0.7654, 0.1247], [-4.7400, -0.4155, -0.2616], [-4.0625, 0.8629, 1.2062], [-2.9821, 0.6741, -0.1591], [-4.4556, 1.6636, -0.3286], [-4.6440, -0.5068, -1.2111], [0.7466, 3.0058, -3.9081], [-0.1581, 3.9632, -4.4485], [0.2150, 2.2501, -3.3259], [1.3778, 2.5250, -4.6598], [1.4453, 3.5068, -3.2294], [-1.0505, 3.6846, -4.2519], [-1.9583, -3.8153, -0.1846], [-1.1546, -4.9300, 0.2063], [-2.0090, -3.0804, 0.6304], [-1.4822, -3.2916, -1.0212], [-2.9739, -4.1172, -0.4219], [-0.2674, -4.5482, 0.2338], [2.1091, -4.8318, -0.8007], [1.4008, -3.6334, -0.4656], [2.5089, -4.7904, -1.8119], [2.9566, -4.9429, -0.1174], [1.4638, -5.6948, -0.6451], [1.4956, -2.9951, -1.1736], [2.2274, 3.0787, -0.1045], [2.4403, 1.9174, -0.9032], [3.0954, 3.2448, 0.5327], [2.0861, 3.9582, -0.7364], [1.3680, 2.9294, 0.5517], [1.5655, 1.5605, -1.0975], [-1.5065, -0.9173, -2.9813], [-2.3729, -0.7011, -3.3457], [-1.0764, -1.4510, -3.6603], [-1.8216, 3.2086, -0.7352], [-2.3034, 3.3959, -1.5472], [-1.2586, 2.4414, -0.9401]], "charge": 0, "homo_lumo_gap_ev": 9.60, "smiles": "CC(C)O.CO.CO.CO.CO.CO.CO.O.O", "e_lumo_ev": -0.422}



Arrangement B

{"formula": "C9H36O9", "method": "ωB97M-V/def2-TZVPD", "species": ["C", "O", "H", "H", "H", "H", "C", "O", "H", "H", "H", "H", "C", "O", "H", "H", "H", "H", "C", "O", "H", "H", "H", "H", "C", "O", "H", "H", "H", "H", "C", "O", "H", "H", "H", "H", "C", "O", "H", "H", "H", "H", "C", "O", "H", "H", "H", "H", "C", "O", "H", "H", "H", "H"], "positions_angstrom": [[0.7954, -0.9131, -1.9511], [1.1361, -0.7972, -0.6058], [0.6245, 0.0491, -2.3465], [1.6892, -1.3354, -2.4373], [-0.0741, -1.5908, -2.2114], [0.4943, -0.2253, -0.1392], [4.0093, -0.9255, 1.7392], [4.9559, -0.7015, 0.6792], [4.6276, -0.7784, 2.6587], [3.1610, -0.2442, 1.6140], [3.6348, -1.9754, 1.8073], [4.4357, -0.4510, -0.0673], [1.0914, 3.0756, -3.6320], [0.2927, 2.8231, -2.5050], [2.1625, 2.9299, -3.3270], [0.8735, 2.3996, -4.4235], [0.9905, 4.0678, -4.0932], [0.7342, 3.2442, -1.7350], [-1.5401, 1.6421, -0.3869], [-0.3563, 1.3389, 0.3797], [-1.6748, 2.6374, -0.6510], [-1.4405, 1.1432, -1.3124], [-2.4377, 1.1925, 0.1174], [0.3724, 1.8775, 0.0522], [-3.4950, 1.3819, 3.4867], [-2.6511, 0.4254, 4.0589], [-3.0987, 2.3857, 3.9100], [-3.4534, 1.4301, 2.3966], [-4.4762, 1.1952, 3.8479], [-2.5894, -0.4047, 3.5743], [-0.7070, -4.1988, -1.8332], [-0.6028, -3.3820, -0.6608], [-1.1788, -3.6552, -2.6685], [0.2813, -4.5662, -2.1335], [-1.3254, -5.0246, -1.6371], [0.2640, -2.9703, -0.6217], [-3.8098, -0.9248, -0.5366], [-2.8423, -1.7995, -0.0439], [-3.6142, -0.4916, -1.5151], [-4.7804, -1.4473, -0.6693], [-3.9818, -0.0700, 0.1707], [-2.5486, -2.4180, -0.6743], [3.2096, 2.8668, 0.1238], [2.0302, 3.6581, -0.3264], [3.0249, 1.8079, -0.1435], [4.1240, 3.1662, -0.4124], [3.2798, 2.7776, 1.2146], [1.8759, 4.3304, 0.3823], [-0.0035, -2.2469, 2.3896], [-1.2099, -1.5292, 2.3291], [-0.0362, -3.3666, 2.3583], [0.7985, -1.8979, 1.6309], [0.5228, -1.9411, 3.3311], [-1.5641, -1.5739, 1.4485]], "charge": 0, "homo_lumo_gap_ev": 9.86, "smiles": "CO.CO.CO.CO.CO.CO.CO.CO.CO", "e_lumo_ev": 0.369}



Arrangement C

{"formula": "C9H36O9", "method": "ωB97M-V/def2-TZVPD", "species": ["C", "O", "H", "H", "H", "H", "C", "O", "H", "H", "H", "H", "C", "O", "H", "H", "H", "H", "C", "O", "H", "H", "H", "H", "C", "O", "H", "H", "H", "H", "C", "O", "H", "H", "H", "H", "C", "O", "H", "H", "H", "H", "C", "O", "H", "H", "H", "H", "C", "O", "H", "H", "H", "H"], "positions_angstrom": [[15.5998, 3.0268, 12.4479], [15.8444, 2.0649, 11.4599], [15.2811, 4.0189, 12.1283], [14.7453, 2.7353, 13.0586], [16.4607, 3.2695, 13.0708], [15.0720, 2.0053, 10.8930], [21.4937, -0.2570, 12.2094], [22.3176, -0.1040, 13.3938], [22.0126, -1.0277, 11.6394], [20.4742, -0.5777, 12.4236], [21.5559, 0.6129, 11.5556], [22.0158, 0.6044, 13.9671], [18.8076, -5.4136, 8.8604], [18.4300, -4.9989, 10.1389], [19.0027, -6.4846, 8.8065], [17.9821, -5.1936, 8.1835], [19.6620, -4.8914, 8.4298], [18.1315, -4.0873, 10.1006], [15.5730, -2.2417, 11.3899], [16.6664, -1.7530, 10.6082], [15.5685, -3.3299, 11.4508], [15.7112, -1.8782, 12.4082], [14.5749, -1.9069, 11.1075], [16.6121, -0.8017, 10.7251], [13.1838, 1.1859, 7.7744], [12.7467, 1.2658, 9.1504], [13.6013, 0.1999, 7.5705], [12.3481, 1.3209, 7.0878], [13.9540, 1.9226, 7.5458], [12.1300, 0.5439, 9.2919], [10.0691, -3.0264, 10.2185], [9.9132, -1.7430, 9.6348], [9.7119, -3.8117, 9.5523], [11.1262, -3.1887, 10.4288], [9.5440, -3.1382, 11.1671], [8.9804, -1.5209, 9.6810], [14.5280, -7.5569, 12.9180], [14.6040, -7.2766, 14.3156], [15.3784, -7.0834, 12.4273], [14.6241, -8.6260, 12.7283], [13.5675, -7.2204, 12.5277], [14.1608, -8.0175, 14.7354], [17.9162, -4.1934, 15.7571], [16.7637, -4.6809, 16.3909], [17.6724, -3.8777, 14.7427], [18.4180, -3.3973, 16.3072], [18.6611, -4.9793, 15.6332], [16.2437, -5.1406, 15.7276], [18.2896, 4.0507, 8.4638], [19.1120, 3.7600, 7.3731], [18.6263, 5.0202, 8.8308], [17.2731, 4.2054, 8.1022], [18.3980, 3.2358, 9.1796], [19.9786, 3.6104, 7.7583]], "charge": 0, "homo_lumo_gap_ev": 10.25, "smiles": "CO.CO.CO.CO.CO.CO.CO.CO.CO", "e_lumo_ev": 0.343}



How far above the most stable structure does each one sit? In hartree: arrangement A 0.0000; arrangement B 0.0671; arrangement C 0.0839.